# C3H10NP

One molecule with the formula C3H10NP at a distorted geometry (ωB97M-V with the def2-TZVPD basis set, the OMol25 dataset).

Highest occupied orbital energy   -8.0 eV
SMILES   CN=[PH](C)C
Gap between HOMO and LUMO   8.930 eV
Net charge   0
E_tot   -516.3157 a.u.
ΔE to the lowest compared entry with this formula, charge and spin   247.26 kJ/mol

The geometry in XYZ format:
```
15
Properties=species:S:1:pos:R:3:forces:R:3
C 2.408531 -0.055002 -0.109170 1.3 -3.0 -0.7
N 1.173588 -0.761935 -0.083614 -3.4 0.1 -0.3
P -0.281795 -0.191794 0.240056 1.0 -0.6 2.0
C -1.552612 -1.400751 -0.242604 -1.7 3.3 -1.3
C -0.854018 1.542667 -0.159631 -3.2 -3.5 3.2
H 2.451346 0.545481 0.724243 0.7 1.7 2.1
H 2.472760 0.583675 -0.993755 0.7 -0.3 -0.2
H 3.271963 -0.910920 0.032206 -1.7 2.5 -0.8
H -0.659011 -0.134614 1.754305 0.5 0.1 -1.7
H -1.598371 -1.354070 -1.396555 -0.3 -0.7 2.0
H -1.349599 -2.271871 0.252301 1.3 -2.7 0.3
H -2.530410 -1.190427 0.328335 1.1 0.5 -1.4
H -1.905083 1.611312 0.380818 1.8 -0.1 -1.7
H -0.271560 2.156961 0.396190 2.1 1.9 1.8
H -0.775722 1.831282 -1.123127 -0.3 0.7 -3.3
```
Positions in Å, forces in eV/Å.

natural (NBO) atomic charge list, values in e, 6 entries: -0.39 -1.05 1.52 -0.96 -0.94 0.16

---

# C3H10NPS2

A 2-piece molecular cluster, C3H10NPS2 overall at a distorted geometry (ωB97M-V with the def2-TZVPD basis set, the OMol25 dataset).

Highest occupied orbital energy   -8.3 eV
SMILES   CSP(N)S.C=C
Gap between HOMO and LUMO   9.037 eV
Net charge   0
E_tot   -1312.7497 a.u.
ΔE to the lowest compared entry with this formula, charge and spin   165.07 kJ/mol

The geometry in XYZ format:
```
17
Properties=species:S:1:pos:R:3:forces:R:3
C 2.002637 -1.409428 1.274871 -0.2 -2.4 -0.2
S 2.082172 -1.393591 -0.529515 -0.9 0.9 -0.8
P 0.587425 0.217474 -1.026910 0.7 -1.7 0.1
N 0.535816 0.100534 -2.749132 1.1 1.3 0.4
S 1.723589 1.927092 -0.631801 1.7 -0.6 -1.4
H 2.125594 -2.526284 1.491652 -0.2 1.5 0.1
H 1.032951 -1.099915 1.687494 0.5 0.2 -0.1
H 2.878734 -0.921438 1.649357 0.1 0.6 0.5
H 1.281483 0.646338 -3.235560 -0.8 -1.0 0.4
H 0.488612 -0.865057 -3.036765 0.1 -0.1 -0.3
H 0.743743 2.330383 0.062410 -1.7 1.1 1.3
C -2.579987 0.181897 1.388062 0.1 -1.7 -1.1
C -2.485224 0.915922 0.254845 -1.5 0.0 2.7
H -3.116402 0.319582 2.332255 -0.1 1.1 -0.7
H -2.275177 -0.886241 1.405707 0.6 0.8 -0.3
H -3.095459 1.819388 0.282350 0.6 0.2 -0.4
H -1.930504 0.643336 -0.619322 -0.1 -0.2 -0.1
```
Positions in Å, forces in eV/Å.

natural (NBO) atomic charge list, values in e, 6 entries: -0.75 -0.16 0.76 -1.17 -0.28 0.23

---

# C3H10NS

A 2-piece molecular cluster, C3H10NS overall at a distorted geometry (ωB97M-V with the def2-TZVPD basis set, the OMol25 dataset).

Highest occupied orbital energy   -2.2 eV
Gap between HOMO and LUMO   6.046 eV
Net charge   -1
E_tot   -573.2431 a.u.
ΔE to the lowest compared entry with this formula, charge and spin   102.57 kJ/mol

The geometry in XYZ format:
```
15
Properties=species:S:1:pos:R:3:forces:R:3
C -3.629738 -0.462898 -0.192953 0.4 0.2 -0.1
S -1.909221 -0.068314 -0.687307 0.1 0.0 -0.2
H -3.714314 -1.522495 0.042239 -0.1 0.0 0.3
H -3.880934 0.174933 0.656572 -0.3 -0.3 0.1
H -4.354692 -0.269212 -0.983478 0.0 0.1 -0.2
C 3.366376 0.304799 1.508438 -1.2 -0.1 -0.2
C 2.370985 0.730043 0.397277 0.9 -0.1 -0.7
N 1.954824 -0.384932 -0.410956 -0.1 -1.2 -0.3
H 4.128860 1.071346 1.619181 0.3 -0.2 0.3
H 2.795473 0.155705 2.431333 0.3 0.2 0.1
H 3.735762 -0.687968 1.251601 0.5 0.2 -0.1
H 1.544770 1.271831 0.833244 -0.4 0.1 -0.1
H 2.896427 1.382259 -0.318021 -0.1 0.4 0.6
H 0.984474 -0.634020 -0.527685 -0.4 0.5 0.4
H 2.393264 -0.408015 -1.315899 0.0 0.1 0.0
```
Positions in Å, forces in eV/Å.

natural (NBO) atomic charge list, values in e, 6 entries: -0.74 -0.77 0.17 0.17 0.17 -0.63